Here is a molecular structure, C8H24AuClI2OP2S from OMol25. Energies are from the ωB97M-V functional and the def2-TZVPD basis.

For the frontier orbital gap (alpha / beta), the calculation gives 0.19725 / 0.12957 Eh. The HOMO energy (alpha / beta) is -15.13 / -15.11 eV. The calculation puts the energy relative to the best compared isomer or geometry (same formula, charge and spin) at 5.5 kcal per mole. As for the lowest unoccupied orbital energy (alpha / beta): -9.76 / -11.59 eV. As for the net charge: +2. As for the spin multiplicity: 3.

Last column: Löwdin charge in e.
Atoms and positions in Å:
I 2.0285 2.3425 -2.7684  0.65
I 0.1442 0.4445 -3.3904  0.58
Au 0.5233 0.3124 -0.0131  0.38
P 1.5060 -1.7759 -0.4903  0.63
C 0.7641 -3.3270 -1.0742  -0.23
C 2.7723 -1.4371 -1.7296  -0.30
H 3.4101 -2.3142 -1.8987  0.08
H 3.0082 -3.1811 0.7974  0.07
H 3.3412 -0.5695 -1.3843  0.01
H 2.8396 -1.5065 1.4805  0.03
H 0.2959 -3.1838 -2.0542  0.05
H 2.2506 -1.1523 -2.6567  -0.05
C 2.3158 -2.3569 1.0275  -0.24
H 1.5509 -4.1029 -1.1379  0.08
H 1.5328 -2.7178 1.7130  0.06
H -0.0092 -3.6685 -0.3752  0.04
P -0.9472 2.0781 0.4101  0.64
C -2.7450 2.0048 0.1499  -0.27
C -0.8445 2.5006 2.1705  -0.24
H 0.6756 3.6152 -0.3745  -0.01
H -0.9398 4.4265 -0.2373  0.08
H -0.5613 3.3025 -1.6008  -0.01
C -0.4025 3.5156 -0.5362  -0.32
H 0.2159 2.5172 2.4488  0.04
H -1.3192 3.4756 2.3584  0.07
H -3.1902 2.9835 0.3910  0.08
H -3.1909 1.2444 0.8079  0.03
H -1.3659 1.7189 2.7433  0.06
H -2.9702 1.7614 -0.8962  0.04
Cl 2.6267 1.4122 0.6676  -0.04
C -4.2245 -1.9912 -0.6788  -0.23
S -2.6614 -1.1415 -0.4897  0.76
C -1.9954 -1.9924 0.9646  -0.24
O -1.8219 -1.5810 -1.6624  -0.64
H -4.8439 -1.8071 0.2084  0.07
H -4.0894 -3.0727 -0.8051  0.08
H -4.6840 -1.5721 -1.5867  0.07
H -1.9563 -3.0600 0.7231  0.06
H -1.0198 -1.5322 1.1622  -0.01
H -2.6349 -1.8567 1.8468  0.08

Here is a molecular structure, C8H24BrIMnO4 from OMol25. Energies are from the ωB97M-V functional and the def2-TZVPD basis.

For the frontier orbital gap (alpha / beta), the calculation gives 0.29674 / 0.30844 Eh. The HOMO energy (alpha / beta) is -7.92 / -8.27 eV. The calculation puts the energy relative to the best compared isomer or geometry (same formula, charge and spin) at 0.3 kcal per mole. As for the lowest unoccupied orbital energy (alpha / beta): 0.15 / 0.13 eV. As for the net charge: 0. As for the spin multiplicity: 6.

Last column: Löwdin charge in e.
Atoms and positions in Å:
Mn 0.3422 0.1126 -0.0963  0.32
Br 1.6847 -2.3237 -0.2171  -0.13
I -1.2146 2.3174 0.0884  0.10
C -2.1084 -0.2502 3.2092  -0.09
C -0.6031 -0.1751 3.1826  -0.27
O -0.1021 -0.6856 1.9065  -0.24
H -2.5236 0.4041 2.4445  0.04
H -2.5290 0.0680 4.1655  0.08
H -2.4524 -1.2587 2.9786  0.08
H -0.1403 -0.7633 3.9761  0.12
H -0.2634 0.8522 3.3095  0.10
H 0.2032 -1.5903 2.0665  0.05
C -3.5064 -1.2001 -1.5798  -0.08
C -2.5613 -1.2737 -0.3817  -0.27
O -1.1937 -1.1835 -0.8533  -0.27
H -3.4507 -0.2384 -2.0895  0.08
H -4.5352 -1.3694 -1.2529  0.08
H -3.2616 -1.9262 -2.3636  0.07
H -2.6202 -2.1776 0.2164  0.12
H -2.7607 -0.3245 0.1067  0.04
H -0.9624 -1.9955 -1.3224  0.06
C 0.6946 0.9561 -4.4713  -0.06
C 0.9197 -0.1162 -3.4001  -0.26
O 0.9188 0.4944 -2.1060  -0.23
H -0.0683 1.6426 -4.1008  0.08
H 0.3279 0.5728 -5.4236  0.08
H 1.6204 1.4939 -4.6784  0.07
H 1.8718 -0.6208 -3.5877  0.12
H 0.1691 -0.9026 -3.3934  0.11
H 1.6394 1.1352 -2.1236  0.09
C 3.2678 0.5870 2.4605  -0.08
C 2.6647 1.6897 1.6100  -0.25
O 2.2695 1.1274 0.3367  -0.20
H 3.6740 1.0449 3.3696  0.08
H 4.0569 0.0091 1.9859  0.08
H 2.4781 -0.0880 2.7928  0.06
H 3.3887 2.4774 1.4201  0.12
H 1.7918 2.0401 2.1553  0.10
H 2.8739 1.4382 -0.3397  0.10

Here is a molecular structure, C8H24BrNO8P3 from OMol25. Energies are from the ωB97M-V functional and the def2-TZVPD basis.

For the frontier orbital gap, the calculation gives 0.26061 Eh. The HOMO energy is -4.33 eV. As for the lowest unoccupied orbital energy: 2.76 eV. As for the net charge: -1.

Last column: Löwdin charge in e.
Atoms and positions in Å:
O 3.0998 1.9010 1.0134  -0.37
P 3.2828 1.3265 -0.3090  0.16
O 4.7915 0.7855 -0.4274  -0.21
O 3.2215 2.4625 -1.4460  -0.23
P 1.8845 -0.3609 -0.5892  0.56
N 0.4233 0.0950 0.0080  -0.67
P 0.0915 1.6494 -0.1754  0.22
O -0.0338 2.2370 1.3695  -0.41
Br -2.1653 1.7353 -0.6633  0.08
H 5.3318 1.5738 -0.2369  0.07
H 2.5981 3.1418 -1.1387  0.05
H 1.8536 -0.3635 -2.0180  -0.11
H 0.6441 2.9360 1.3954  0.01
C -7.0524 4.8498 3.1909  -0.12
O -6.8906 3.4810 3.4976  -0.19
C -6.8985 2.6468 2.3468  -0.21
C -5.5059 2.2237 1.9430  -0.22
O -4.7413 3.3194 1.4865  -0.22
C -3.8032 3.7884 2.4381  -0.11
H -6.8411 5.4176 4.0957  0.09
H -6.3640 5.1697 2.4050  0.08
H -8.0839 5.0565 2.8792  0.08
H -7.3961 3.1492 1.5117  0.12
H -7.4809 1.7549 2.6014  0.12
H -5.5808 1.5144 1.1122  0.13
H -5.0035 1.7177 2.7720  0.13
H -2.9748 3.0802 2.5388  0.08
H -4.2686 3.9553 3.4144  0.08
H -3.4077 4.7324 2.0686  0.09
C 4.2772 -6.5142 -3.0901  -0.12
O 5.2913 -5.5708 -2.8131  -0.19
C 5.0434 -4.2982 -3.3958  -0.21
C 4.5173 -3.3059 -2.3863  -0.21
O 3.2265 -3.6610 -1.9315  -0.21
C 3.2304 -4.2470 -0.6435  -0.12
H 4.4508 -7.3811 -2.4546  0.09
H 3.2843 -6.1122 -2.8747  0.08
H 4.3222 -6.8327 -4.1388  0.08
H 4.3458 -4.3888 -4.2338  0.12
H 5.9984 -3.9329 -3.7877  0.12
H 4.4320 -2.3264 -2.8682  0.13
H 5.2113 -3.2074 -1.5473  0.13
H 3.4418 -3.4896 0.1176  0.08
H 3.9616 -5.0580 -0.5721  0.08
H 2.2358 -4.6502 -0.4645  0.09

Here is 7 unconnected molecules or ions with the total composition C8H24Cl8N3O3 from OMol25. Energies are from the ωB97M-V functional and the def2-TZVPD basis.

For the frontier orbital gap, the calculation gives 0.30403 Eh. The HOMO energy is -12.23 eV. The calculation puts the energy relative to the best compared isomer or geometry (same formula, charge and spin) at 1.2 kcal per mole. As for the lowest unoccupied orbital energy: -3.96 eV. As for the net charge: +1.

Last column: Löwdin charge in e.
Atoms and positions in Å:
N 3.2118 -2.5481 -1.8050  0.25
H 2.4037 -1.8985 -1.4725  0.08
H 3.8005 -1.9900 -2.4539  0.12
H 2.7494 -3.2759 -2.3715  0.14
H 3.7670 -3.0151 -1.0792  0.15
N -1.4662 -3.6552 -3.8726  0.27
H -2.4540 -3.8566 -3.6395  0.16
H -1.3753 -3.4771 -4.8880  0.16
H -0.8973 -4.4659 -3.6116  0.14
H -1.1505 -2.7639 -3.3391  0.09
N -0.2044 -1.0922 -1.2503  -0.52
O 1.0718 -0.9948 -1.2815  -0.07
O -0.8635 -1.7044 -2.1457  -0.08
O -0.8289 -0.5280 -0.3952  0.06
Cl 0.3596 3.7049 -2.2092  0.56
C -0.9743 3.3364 -1.0951  -0.65
C -0.4683 2.9574 0.2413  -0.66
Cl 0.5167 4.2772 0.9811  0.57
H -1.5078 2.4978 -1.5257  0.07
H -1.6300 4.1954 -1.0031  0.08
H 0.2040 2.1105 0.1752  0.04
H -1.2822 2.7708 0.9303  0.03
Cl -1.5115 1.8412 3.4582  0.61
C 0.0905 1.0863 3.3437  -0.66
C -0.0157 -0.4227 3.3107  -0.64
Cl -0.5296 -1.0815 4.9121  0.54
H 0.7292 1.3587 4.1805  0.08
H 0.5405 1.4624 2.4321  0.01
H 0.9213 -0.8906 3.0316  0.06
H -0.8008 -0.7303 2.6293  0.03
Cl 3.3190 0.8822 1.7452  0.57
C 3.5307 2.2344 0.6126  -0.64
C 3.4369 1.8100 -0.8540  -0.61
Cl 4.6049 0.4931 -1.2735  0.53
H 4.4625 2.7476 0.8399  0.08
H 2.7550 2.9805 0.8208  0.01
H 3.7361 2.6352 -1.5010  0.07
H 2.4332 1.5308 -1.1586  0.04
Cl -4.3072 -3.1079 1.5832  0.56
C -3.7726 -1.6179 0.8062  -0.70
C -3.7570 -0.4382 1.7170  -0.74
Cl -5.3511 0.0016 2.2843  0.59
H -4.3557 -1.3779 -0.0757  0.07
H -2.7298 -1.7564 0.5179  0.04
H -3.2993 0.3890 1.1751  0.06
H -3.1113 -0.6143 2.5734  0.04

Here is a molecular structure, C8H24ClI2LuOP2 from OMol25. Energies are from the ωB97M-V functional and the def2-TZVPD basis.

For the frontier orbital gap, the calculation gives 0.20461 Eh. The HOMO energy is -14.46 eV. The calculation puts the energy relative to the best compared isomer or geometry (same formula, charge and spin) at 81.1 kcal per mole. As for the lowest unoccupied orbital energy: -8.89 eV. As for the net charge: +2.

Last column: Löwdin charge in e.
Atoms and positions in Å:
I -1.7035 1.0348 1.9703  0.22
I -0.8707 -1.3886 1.8944  0.15
Lu -0.0813 -0.0486 -2.8889  1.30
P -2.7375 -0.3111 -1.2101  0.59
C -4.2755 -0.4479 -0.1986  -0.29
C -3.3471 1.0285 -2.3416  -0.31
H -4.4325 0.9515 -2.5176  0.07
H -4.1909 -1.8371 -2.5183  0.07
H -2.8467 0.9669 -3.3213  0.02
H -2.4948 -1.8496 -3.1121  0.01
H -4.3879 0.3799 0.5217  0.02
H -3.1234 1.9971 -1.8653  0.05
C -3.1332 -1.8059 -2.2216  -0.30
H -5.1517 -0.4115 -0.8650  0.07
H -2.9121 -2.6811 -1.5987  0.06
H -4.2642 -1.3854 0.3746  0.06
P 2.3617 -0.2727 -1.6349  0.67
C 2.7025 -0.2191 0.1299  -0.29
C 3.4344 -1.7054 -2.0682  -0.24
H 3.1952 1.4362 -3.1896  0.05
H 4.4599 0.9099 -2.0365  0.07
H 3.1437 2.0082 -1.4923  0.06
C 3.3937 1.1599 -2.1455  -0.26
H 3.1266 -2.1311 -3.0348  0.04
H 4.4973 -1.4099 -2.1227  0.08
H 3.7920 -0.1617 0.2908  0.09
H 2.2997 -1.0963 0.6482  0.03
H 3.3190 -2.4626 -1.2772  0.06
H 2.2250 0.6683 0.5656  0.04
Cl 0.3279 -1.1116 -4.9556  -0.08
C 0.3054 0.5905 5.3163  -0.10
C 1.1086 1.6618 4.5836  -0.32
O 2.1141 1.1034 3.7287  -0.11
H -0.7210 0.6913 4.9380  0.02
H 0.2314 0.7429 6.4028  0.08
H 0.6573 -0.4346 5.1043  0.08
H 0.4131 2.3196 4.0308  0.08
H 1.6692 2.2509 5.3209  0.12
H 1.8962 1.2700 2.7955  0.04

Here is a molecular structure, C8H24ClI2N2OP2Rh from OMol25. Energies are from the ωB97M-V functional and the def2-TZVPD basis.

For the frontier orbital gap (alpha / beta), the calculation gives 0.22916 / 0.20216 Eh. The HOMO energy (alpha / beta) is -14.61 / -15.37 eV. The calculation puts the energy relative to the best compared isomer or geometry (same formula, charge and spin) at 5.4 kcal per mole. As for the lowest unoccupied orbital energy (alpha / beta): -8.37 / -9.87 eV. As for the net charge: +2. As for the spin multiplicity: 5.

Last column: Löwdin charge in e.
Atoms and positions in Å:
I -2.4427 4.2283 -0.5186  0.50
I -2.9837 1.7811 -1.8545  0.29
Rh -0.3468 0.6805 -0.1095  0.45
P 0.6343 1.0067 -2.1021  0.59
C 0.3568 -0.3177 -3.2977  -0.23
C 0.2749 2.5870 -2.8327  -0.31
H 0.8839 2.6795 -3.7394  0.08
H 2.9414 1.0756 -2.7033  0.07
H 0.4928 3.3664 -2.0971  0.01
H 2.6985 1.5313 -0.9712  0.04
H -0.7016 -0.3295 -3.5870  0.05
H -0.7965 2.6080 -3.0814  -0.07
C 2.4109 0.8377 -1.7720  -0.23
H 0.9860 -0.0918 -4.1732  0.08
H 2.6391 -0.1927 -1.4560  0.05
H 0.6460 -1.2937 -2.8754  0.05
P -1.4924 0.5942 1.8176  0.61
C -2.5334 -0.8722 2.0368  -0.23
C -0.2319 0.3256 3.1036  -0.23
H -1.7776 2.9183 2.1172  -0.01
H -2.8730 1.9627 3.1910  0.08
H -3.2363 2.1393 1.4328  0.00
C -2.4458 2.0530 2.1857  -0.31
H 0.5293 1.1122 3.0290  0.04
H -0.7285 0.3585 4.0829  0.07
H -2.9383 -0.8457 3.0608  0.07
H -1.9459 -1.7924 1.8936  0.05
H 0.2501 -0.6539 2.9596  0.05
H -3.3576 -0.8416 1.3124  0.06
Cl 0.3922 2.7193 0.4925  0.15
C 2.8337 -3.0169 1.0811  -0.03
N 1.5217 -3.1902 0.4641  0.05
C 0.7407 -2.1126 0.1909  -0.57
N -0.4677 -2.3031 -0.3978  0.18
O 1.1513 -0.9665 0.5112  -0.10
H 3.0450 -1.9575 1.2787  0.09
H 3.6103 -3.4134 0.4233  0.10
H 2.8696 -3.5628 2.0244  0.10
H 1.2131 -4.1170 0.2156  0.16
H -1.0259 -1.4809 -0.6695  0.08
H -0.7962 -3.2130 -0.6665  0.13